Density functional theory data (ωB97M-V/def2-TZVPD) for a single C2H3N3O molecule.

ΔE to the lowest compared entry with this formula, charge and spin	0.876	eV
E_HOMO	-9.96	eV
calculated total energy	-317.5001	a.u.
lowest unoccupied orbital energy	0.446	eV
largest force on an atom	0.9	eV/A

The geometry in ORCA input format:
```
! wB97M-V def2-TZVPD RIJCOSX def2/J DEFGRID3
* xyz 0 1
O -1.80587 -0.87452 0.05288
C -0.54294 -0.45000 -0.01912
N 0.52107 -1.16915 -0.17626
C 1.49745 -0.19171 -0.21842
N 1.09978 1.03902 -0.08775
N -0.27798 0.89868 0.04327
H -2.37984 -0.12502 -0.17042
H 2.54648 -0.42834 -0.33443
H -0.60130 1.27173 0.92578
*
```

***

Density functional theory data (ωB97M-V/def2-TZVPD) for a single C2H3N3O molecule.

ΔE to the lowest compared entry with this formula, charge and spin	0.535	eV
E_HOMO	-9.53	eV
calculated total energy	-317.5127	a.u.
lowest unoccupied orbital energy	0.923	eV
largest force on an atom	0.9	eV/A

The geometry in ORCA input format:
```
! wB97M-V def2-TZVPD RIJCOSX def2/J DEFGRID3
* xyz 0 1
O 2.14371 -0.44224 -0.31188
C 0.85007 -0.09319 -0.17220
N -0.03213 -1.08345 -0.45762
C -1.17784 -0.53804 -0.14555
N -1.02191 0.73065 0.24941
N 0.32596 1.04764 0.25780
H 2.79509 0.18246 0.02464
H -2.11662 -1.07218 -0.12726
H -1.76634 1.26834 0.68267
*
```

***

Density functional theory data (ωB97M-V/def2-TZVPD) for a single C2H3N3O molecule in a non-equilibrium geometry.

ΔE to the lowest compared entry with this formula, charge and spin	4.592	eV
E_HOMO	-8.81	eV
calculated total energy	-317.3636	a.u.
lowest unoccupied orbital energy	0.374	eV
largest force on an atom	7.7	eV/A

The geometry in ORCA input format:
```
! wB97M-V def2-TZVPD RIJCOSX def2/J DEFGRID3
* xyz 0 1
H -2.25825 0.92479 -0.21379
N -2.34806 -0.21944 0.22990
C -1.02669 -0.20495 -0.09574
N -0.20740 0.94505 -0.13046
C 1.08053 0.65939 0.13375
N 1.19576 -0.67920 0.14116
O -0.16633 -1.25095 -0.14344
H 1.84430 1.35656 0.01185
H 1.88613 -1.53125 0.06676
*
```

***

Density functional theory data (ωB97M-V/def2-TZVPD) for a single C2H3N3O molecule in a non-equilibrium geometry.

ΔE to the lowest compared entry with this formula, charge and spin	3.608	eV
E_HOMO	-9.74	eV
calculated total energy	-317.3997	a.u.
lowest unoccupied orbital energy	0.436	eV
largest force on an atom	5.8	eV/A

The geometry in ORCA input format:
```
! wB97M-V def2-TZVPD RIJCOSX def2/J DEFGRID3
* xyz 0 1
O 0.00710 -1.32422 -0.40935
N -0.12276 -0.01051 0.01730
C -0.83254 0.48033 1.31550
N -0.98907 1.75159 1.17120
N -0.51215 2.17569 -0.01614
C -0.04894 1.12683 -0.69314
H 0.56214 -1.20000 -1.18465
H -1.15144 -0.11505 2.07963
H 0.33140 1.38464 -1.66181
*
```

***

Density functional theory data (ωB97M-V/def2-TZVPD) for a single C2H3N3O molecule in a non-equilibrium geometry.

ΔE to the lowest compared entry with this formula, charge and spin	2.333	eV
E_HOMO	-9.31	eV
calculated total energy	-317.4466	a.u.
lowest unoccupied orbital energy	0.830	eV
largest force on an atom	2.4	eV/A

The geometry in ORCA input format:
```
! wB97M-V def2-TZVPD RIJCOSX def2/J DEFGRID3
* xyz 0 1
O 1.01105 0.10846 -1.95309
C 0.42816 0.00809 -0.89919
N 0.14726 -1.11143 -0.12288
C -0.61652 -0.75849 0.99045
N -0.81827 0.56156 0.92013
N -0.16091 1.01298 -0.14363
H 0.42065 -2.03912 -0.41927
H -0.21807 -0.33700 1.98158
H -0.16293 1.99703 -0.34224
*
```

***

Density functional theory data (ωB97M-V/def2-TZVPD) for a single C2H3N3O molecule in a non-equilibrium geometry.

ΔE to the lowest compared entry with this formula, charge and spin	1.179	eV
E_HOMO	-9.10	eV
calculated total energy	-317.4890	a.u.
lowest unoccupied orbital energy	0.540	eV
largest force on an atom	1.7	eV/A

The geometry in ORCA input format:
```
! wB97M-V def2-TZVPD RIJCOSX def2/J DEFGRID3
* xyz 0 1
N -1.55048 -0.30347 -0.38213
C -0.29024 -0.49146 0.11702
C 0.66141 0.60131 -0.12167
N 1.86664 0.39040 0.33182
N 2.90015 0.18068 0.73810
O 0.02895 -1.51543 0.70109
H -2.22182 -0.99813 -0.09222
H -1.89845 0.60804 -0.63464
H 0.50383 1.52805 -0.65737
*
```

***

Density functional theory data (ωB97M-V/def2-TZVPD) for a single C2H3N3O molecule in a non-equilibrium geometry.

ΔE to the lowest compared entry with this formula, charge and spin	2.776	eV
E_HOMO	-9.97	eV
calculated total energy	-317.4303	a.u.
lowest unoccupied orbital energy	0.223	eV
largest force on an atom	3.3	eV/A

The geometry in ORCA input format:
```
! wB97M-V def2-TZVPD RIJCOSX def2/J DEFGRID3
* xyz 0 1
O 0.05427 1.80786 -0.67732
N 0.08567 0.51386 -0.33705
C -1.02436 -0.26396 -0.24204
N -0.65779 -1.46189 0.27225
C 0.56991 -1.15704 0.71064
N 1.07538 0.02416 0.34016
H -0.37592 2.37844 0.09039
H -1.95503 0.09125 -0.61239
H 1.10068 -1.93949 1.20139
*
```

***

Density functional theory data (ωB97M-V/def2-TZVPD) for a molecular structure, C2H3N3O in a non-equilibrium geometry.

ΔE to the lowest compared entry with this formula, charge and spin	5.374	eV
E_HOMO	-9.87	eV
calculated total energy	-317.3348	a.u.
lowest unoccupied orbital energy	-0.139	eV
largest force on an atom	2.2	eV/A

The geometry in ORCA input format:
```
! wB97M-V def2-TZVPD RIJCOSX def2/J DEFGRID3
* xyz 0 1
C -1.43860 -0.68389 -0.24482
O 1.88307 -0.11438 -0.64299
N 0.85644 0.57581 -0.02696
N 0.91957 0.91082 1.28396
N -0.34071 0.76153 1.53686
C -0.59004 0.15052 0.31477
H 2.27634 0.49573 -1.28566
H -2.28946 -1.04474 0.30980
H -1.27662 -1.05139 -1.24497
*
```

***

Density functional theory data (ωB97M-V/def2-TZVPD) for a single C2H3N3O molecule in a non-equilibrium geometry.

ΔE to the lowest compared entry with this formula, charge and spin	1.250	eV
E_HOMO	-9.13	eV
calculated total energy	-317.4864	a.u.
lowest unoccupied orbital energy	0.863	eV
largest force on an atom	2.5	eV/A

The geometry in ORCA input format:
```
! wB97M-V def2-TZVPD RIJCOSX def2/J DEFGRID3
* xyz 0 1
O -1.61099 1.51524 0.14837
C -0.74565 0.67837 0.01583
N 0.64074 0.81503 -0.03132
C 1.20421 -0.45292 -0.17283
N 0.25813 -1.34742 -0.25970
N -0.89371 -0.68862 -0.14869
H 1.07232 1.72999 -0.06788
H 1.80061 -1.01800 0.53383
H -1.72565 -1.23167 -0.01760
*
```

***

Density functional theory data (ωB97M-V/def2-TZVPD) for a single C2H3N3O molecule.

ΔE to the lowest compared entry with this formula, charge and spin	0.647	eV
E_HOMO	-9.72	eV
calculated total energy	-317.5085	a.u.
lowest unoccupied orbital energy	0.893	eV
largest force on an atom	0.9	eV/A

The geometry in ORCA input format:
```
! wB97M-V def2-TZVPD RIJCOSX def2/J DEFGRID3
* xyz 0 1
O -0.77861 -1.93530 -0.82068
C -0.43368 -0.70521 -0.37224
N -0.11213 0.35723 -1.18753
C 0.32939 1.25312 -0.32724
N 0.29095 0.73081 0.94248
N -0.24476 -0.50441 0.90748
H -0.11773 -2.54433 -0.45522
H 0.75335 2.23306 -0.56829
H 0.31322 1.11503 1.88125
*
```

***

Density functional theory data (ωB97M-V/def2-TZVPD) for a single C2H3N3O molecule in a non-equilibrium geometry.

ΔE to the lowest compared entry with this formula, charge and spin	3.191	eV
E_HOMO	-10.08	eV
calculated total energy	-317.4150	a.u.
lowest unoccupied orbital energy	0.814	eV
largest force on an atom	5.8	eV/A

The geometry in ORCA input format:
```
! wB97M-V def2-TZVPD RIJCOSX def2/J DEFGRID3
* xyz 0 1
N 2.08167 -0.07039 -0.19231
C 0.69481 0.15955 0.10320
N -0.04472 -1.09041 0.01313
C -1.30147 -0.70687 0.01784
O -1.43043 0.53916 -0.18811
N -0.21128 1.18165 0.16965
H 2.39098 0.80836 0.11991
H 2.30117 -0.90706 0.43920
H -2.38845 -1.07656 0.28622
*
```

***

Density functional theory data (ωB97M-V/def2-TZVPD) for a molecular structure, C2H3N3O in a non-equilibrium geometry.

ΔE to the lowest compared entry with this formula, charge and spin	2.107	eV
E_HOMO	-9.53	eV
calculated total energy	-317.4549	a.u.
lowest unoccupied orbital energy	0.787	eV
largest force on an atom	2.4	eV/A

The geometry in ORCA input format:
```
! wB97M-V def2-TZVPD RIJCOSX def2/J DEFGRID3
* xyz 0 1
N 1.59947 0.31209 0.24063
C 0.37182 -0.16966 -0.08080
N -0.07055 -1.39898 0.03961
O -1.47749 -1.21822 -0.04184
C -1.65376 0.08227 -0.21518
N -0.57416 0.77175 -0.35791
H 1.77166 1.21304 -0.17978
H 2.36761 -0.32973 0.29535
H -2.33460 0.73746 0.29993
*
```

***

Density functional theory data (ωB97M-V/def2-TZVPD) for 2 unconnected molecules or ions with the total composition C2H3N3O2 in a non-equilibrium geometry.

ΔE to the lowest compared entry with this formula, charge and spin	4.948	eV
E_HOMO (spin up / spin down)	-8.78 / -8.78	eV
calculated total energy	-392.6117	a.u.
lowest unoccupied orbital energy (spin up / spin down)	-0.147 / -0.147	eV
largest force on an atom	4.9	eV/A

The geometry in ORCA input format:
```
! wB97M-V def2-TZVPD RIJCOSX def2/J DEFGRID3
* xyz 0 1
C 1.05721 -0.13939 1.69066
C -1.25079 -0.03670 0.01355
N 1.16787 -0.39271 2.79681
N -0.99170 -0.33708 -1.22041
N 0.75420 0.57553 0.63408
O -2.04919 0.07215 0.86645
O 1.43705 0.20691 -0.47813
H 0.10956 -0.25338 -1.36217
H -1.60343 -0.75170 -1.84377
H 1.36922 1.05638 -1.09706
*
```

***

Density functional theory data (ωB97M-V/def2-TZVPD) for a molecular structure, C2H3N3O2 in a non-equilibrium geometry.

ΔE to the lowest compared entry with this formula, charge and spin	4.747	eV
E_HOMO (spin up / spin down)	-8.66 / -8.65	eV
calculated total energy	-392.6191	a.u.
lowest unoccupied orbital energy (spin up / spin down)	-1.013 / -1.002	eV
largest force on an atom	1.2	eV/A

The geometry in ORCA input format:
```
! wB97M-V def2-TZVPD RIJCOSX def2/J DEFGRID3
* xyz 0 1
N -1.83614 -0.05400 -0.06732
C -0.49374 -0.06833 0.16251
N -0.00136 -1.28466 0.63286
O 1.20125 -1.20813 0.96238
C 2.14001 -0.04671 -0.20794
O 3.07392 0.56598 0.08046
N 0.38935 0.84066 -0.12512
H -2.24872 0.64375 -0.66411
H -2.31975 -0.93489 0.02352
H 0.09517 1.54633 -0.79723
*
```

***

Density functional theory data (ωB97M-V/def2-TZVPD) for a single C2H3N3O2 molecule in a non-equilibrium geometry.

ΔE to the lowest compared entry with this formula, charge and spin	5.759	eV
E_HOMO	-9.97	eV
calculated total energy	-392.5819	a.u.
lowest unoccupied orbital energy	0.481	eV
largest force on an atom	5.1	eV/A

The geometry in ORCA input format:
```
! wB97M-V def2-TZVPD RIJCOSX def2/J DEFGRID3
* xyz 0 1
H 0.57435 2.77177 0.65834
N -0.01810 2.03483 1.10942
C 0.00814 0.94545 0.48598
N 0.52396 0.56944 -0.73339
O 0.92901 -0.72225 -0.91333
C -0.13354 -1.58073 -0.82711
N -0.99393 -1.16116 0.07336
O -0.59240 -0.24881 1.01727
H 1.40995 1.14360 -1.01435
H -0.50816 -2.43704 -1.57439
*
```

***

Density functional theory data (ωB97M-V/def2-TZVPD) for 2 unconnected molecules or ions with the total composition C2H3N3O2 in a non-equilibrium geometry.

ΔE to the lowest compared entry with this formula, charge and spin	7.677	eV
E_HOMO	-9.42	eV
calculated total energy	-392.5114	a.u.
lowest unoccupied orbital energy	-1.148	eV
largest force on an atom	7.4	eV/A

The geometry in ORCA input format:
```
! wB97M-V def2-TZVPD RIJCOSX def2/J DEFGRID3
* xyz 0 1
C -1.44612 -0.41049 0.00866
C -0.19947 -0.27023 0.86561
H 2.53733 0.11756 1.03979
H 0.04380 1.12770 -1.94905
H -2.33442 -0.99978 0.50132
N 0.69473 0.55712 0.04550
N 0.04278 0.37274 -1.20392
N -1.20443 -0.04705 -1.23572
O 2.13686 -0.14330 -0.23183
O -0.27108 -0.30426 2.15966
*
```

***

Density functional theory data (ωB97M-V/def2-TZVPD) for a single C2H3N3O2 molecule in a non-equilibrium geometry.

ΔE to the lowest compared entry with this formula, charge and spin	6.215	eV
E_HOMO (spin up / spin down)	-9.87 / -9.87	eV
calculated total energy	-392.5651	a.u.
lowest unoccupied orbital energy (spin up / spin down)	-0.823 / -0.697	eV
largest force on an atom	4.0	eV/A

The geometry in ORCA input format:
```
! wB97M-V def2-TZVPD RIJCOSX def2/J DEFGRID3
* xyz 0 1
C -0.01815 -1.33259 0.17628
C 0.30470 1.08681 -0.27683
N -1.06679 -0.83974 1.18525
N -0.90774 1.29792 0.45307
N 0.56595 -0.35376 -0.57054
O 0.07880 -2.49779 0.06681
O -1.42338 0.36395 1.14643
H 0.27433 1.62813 -1.27019
H 1.14561 1.39426 0.49127
H 1.04669 -0.74718 -1.40156
*
```

***

Density functional theory data (ωB97M-V/def2-TZVPD) for a single C2H3N3O2 molecule in a non-equilibrium geometry.

ΔE to the lowest compared entry with this formula, charge and spin	1.098	eV
E_HOMO	-9.37	eV
calculated total energy	-392.7532	a.u.
lowest unoccupied orbital energy	0.519	eV
largest force on an atom	3.0	eV/A

The geometry in ORCA input format:
```
! wB97M-V def2-TZVPD RIJCOSX def2/J DEFGRID3
* xyz 0 1
O 1.22375 -1.22712 1.82683
C 0.34315 -0.51394 1.03826
N -0.93489 -0.25203 1.24354
N -1.31799 0.30602 0.01079
C -0.22079 0.43170 -0.75199
O -0.30229 0.96177 -2.01235
N 0.82983 -0.12802 -0.19298
H 1.97234 -1.24692 1.18983
H -2.27274 0.52685 -0.04321
H 0.67963 1.14170 -2.30872
*
```

***

Density functional theory data (ωB97M-V/def2-TZVPD) for a single C2H3N3O2 molecule in a non-equilibrium geometry.

ΔE to the lowest compared entry with this formula, charge and spin	4.431	eV
E_HOMO	-9.21	eV
calculated total energy	-392.6307	a.u.
lowest unoccupied orbital energy	0.753	eV
largest force on an atom	7.3	eV/A

The geometry in ORCA input format:
```
! wB97M-V def2-TZVPD RIJCOSX def2/J DEFGRID3
* xyz 0 1
H -2.04411 -0.45619 -1.56694
N -1.87285 -0.16198 -0.57608
C -0.59332 -0.44389 -0.38865
O 0.34837 -0.74858 -1.24937
C 1.45615 -0.20592 -0.74009
N 1.41732 0.43285 0.39030
N 0.07206 0.01319 0.87221
O -0.57017 0.99706 1.56677
H 2.25880 -0.13235 -1.42042
H -0.93308 0.51110 2.41566
*
```

***

Density functional theory data (ωB97M-V/def2-TZVPD) for a single C2H3N3O2 molecule in a non-equilibrium geometry.

ΔE to the lowest compared entry with this formula, charge and spin	4.606	eV
E_HOMO	-10.07	eV
calculated total energy	-392.6243	a.u.
lowest unoccupied orbital energy	-0.346	eV
largest force on an atom	4.7	eV/A

The geometry in ORCA input format:
```
! wB97M-V def2-TZVPD RIJCOSX def2/J DEFGRID3
* xyz 0 1
N 1.06173 -1.02800 1.11266
N -0.18321 -0.87861 0.34982
O 0.08151 -1.06318 -1.05176
C 0.18985 0.22669 -1.61946
N -0.19874 1.18954 -0.81097
C -0.49784 0.59547 0.37235
O -0.81353 1.28873 1.34326
H 1.24903 -0.02745 1.63825
H 1.05167 -2.09166 1.59013
H 0.64491 0.40121 -2.63835
*
```